{"formula": "C49H47CsI2N8O6S3Sb2Se", "method": "wB97M-V/def2-TZVPD", "total_energy_ha": -7476.83288, "largest_force_ev_per_a": 7.75, "relative_energy_kcal_mol": 67.0, "gap_ha": 0.228, "charge": -2, "species": ["Cs", "O", "S", "O", "O", "O", "N", "N", "C", "N", "S", "H", "H", "H", "H", "H", "C", "C", "C", "Sb", "C", "C", "C", "C", "C", "C", "C", "C", "C", "C", "C", "C", "Sb", "C", "C", "C", "C", "C", "C", "C", "C", "C", "C", "C", "C", "H", "H", "H", "H", "H", "H", "H", "H", "H", "H", "H", "H", "H", "H", "H", "H", "H", "H", "H", "H", "H", "H", "H", "H", "H", "H", "C", "C", "C", "C", "C", "C", "C", "S", "O", "O", "N", "C", "C", "C", "C", "C", "C", "C", "C", "N", "C", "H", "H", "H", "H", "H", "H", "H", "H", "H", "H", "H", "H", "H", "I", "I", "Se", "N", "C", "C", "C", "C", "N", "C", "N", "H", "H", "H"], "xyz": [[-0.837024, 2.063427, 0.640144], [-3.281124, 0.432127, -2.163256], [-2.160424, 1.321827, -1.898756], [-1.609324, 1.937227, -3.103556], [-2.671124, 2.432627, -0.958556], [-1.097424, 0.625527, -1.121356], [1.255276, 0.477627, 2.600644], [1.293076, -0.307873, 1.447144], [0.818676, -1.559673, 1.389544], [1.092076, -2.283873, 0.277344], [0.106676, -2.272173, 2.712844], [0.408876, 1.059927, 2.616144], [1.153276, -0.173673, 3.386644], [1.735376, 0.112427, 0.636944], [1.342676, -1.813073, -0.581856], [0.599876, -3.162273, 0.179244], [0.080476, -1.100673, -3.240556], [-1.272724, -1.061873, -3.918556], [-2.208624, -2.176073, -3.496056], [-2.464124, -2.164573, -1.327856], [-4.056624, -3.696573, -1.337056], [-4.445424, -4.195073, -0.102556], [-5.341624, -5.242973, 0.003444], [-5.885924, -5.804073, -1.139456], [-5.523024, -5.305373, -2.377956], [-4.612824, -4.264973, -2.470756], [-1.222624, -3.981173, -1.018356], [-1.239524, -4.482573, 0.278344], [-0.633324, -5.684873, 0.596844], [0.035476, -6.401673, -0.382056], [0.115376, -5.888973, -1.664156], [-0.507624, -4.690273, -1.970956], [1.043476, 0.871927, -3.098856], [2.278876, 0.263627, -4.824556], [3.663176, 0.295227, -4.777256], [4.424676, -0.208373, -5.817956], [3.805276, -0.739073, -6.937756], [2.422876, -0.722073, -7.026056], [1.673376, -0.216773, -5.977956], [2.627176, 0.022927, -1.826656], [3.153376, -1.254473, -1.971456], [4.238776, -1.662973, -1.213856], [4.820276, -0.798573, -0.302756], [4.288476, 0.466827, -0.125156], [3.200276, 0.868227, -0.883656], [0.739676, -1.836973, -3.710356], [-0.049624, -1.368573, -2.193756], [-1.144224, -1.076073, -5.007156], [-1.758724, -0.125473, -3.666656], [-1.855024, -3.152473, -3.840456], [-3.193024, -1.986873, -3.923756], [-4.032924, -3.759273, 0.798144], [-5.619624, -5.626073, 0.977644], [-6.588524, -6.624473, -1.064956], [-5.950524, -5.733673, -3.276156], [-4.340324, -3.889573, -3.447456], [-1.739024, -3.918073, 1.055444], [-0.675824, -6.059773, 1.610744], [0.502876, -7.346573, -0.141556], [0.654776, -6.425273, -2.435756], [-0.427324, -4.313373, -2.981256], [4.149276, 0.700027, -3.899856], [5.506476, -0.195173, -5.751856], [4.397376, -1.163073, -7.739856], [1.930376, -1.115373, -7.907456], [0.591176, -0.198773, -6.048756], [2.739576, -1.929973, -2.707856], [4.642176, -2.658073, -1.337956], [5.692776, -1.105073, 0.258144], [4.725976, 1.149927, 0.591044], [2.821876, 1.878227, -0.789056], [4.887376, 2.081027, 5.720444], [3.630776, 2.592927, 5.073344], [2.507876, 2.890527, 5.835144], [1.347976, 3.334627, 5.226744], [1.296476, 3.479927, 3.853444], [2.406476, 3.191927, 3.081844], [3.571276, 2.759727, 3.692444], [-0.295524, 3.860527, 3.112244], [-0.882424, 4.962827, 3.832444], [-0.047724, 4.087427, 1.686844], [-1.069524, 2.488927, 3.146144], [-2.037424, 2.100527, 4.007344], [-2.253624, 2.613927, 5.280244], [-3.228024, 2.077927, 6.120844], [-4.014824, 1.024627, 5.730944], [-3.890424, 0.511827, 4.427944], [-4.707224, -0.518273, 3.914944], [-4.603024, -0.873273, 2.597444], [-3.671624, -0.195773, 1.794344], [-2.848724, 0.705327, 2.256144], [-2.923124, 1.066827, 3.547144], [4.827976, 2.167427, 6.804044], [5.758276, 2.636827, 5.373344], [5.040676, 1.031627, 5.463444], [2.538776, 2.769827, 6.910144], [0.475476, 3.579627, 5.809844], [2.342376, 3.321227, 2.013544], [4.454076, 2.551827, 3.100644], [-1.666224, 3.461927, 5.595644], [-3.352624, 2.501227, 7.110544], [-4.752224, 0.599727, 6.398644], [-5.417824, -1.003373, 4.573144], [-5.217824, -1.650673, 2.168444], [-3.615024, -0.403473, 0.729644], [-3.702024, 3.356827, -2.360056], [-5.699024, 4.809827, -3.881956], [-1.234824, 4.600227, -1.058756], [-0.340324, 6.041427, -0.750556], [0.954876, 5.737827, -0.819456], [2.052476, 6.563427, -0.553756], [3.309976, 6.018327, -0.694156], [3.444876, 4.689627, -1.114856], [2.441976, 3.882527, -1.369556], [1.211876, 4.375127, -1.199356], [0.124376, 3.625927, -1.374356], [1.897076, 7.582927, -0.226956], [4.193276, 6.601227, -0.466156], [4.427976, 4.252027, -1.246456]], "atomic_forces_ev_per_a": [[1.7, -1.8, 3.0], [0.0, 0.1, 0.3], [1.9, -4.2, -1.0], [0.2, -0.5, 0.6], [0.5, -1.1, 0.2], [-1.3, -2.0, -4.0], [0.0, 0.0, 0.3], [-0.3, 0.0, -0.6], [0.6, -0.2, 0.0], [-0.1, 0.3, -0.2], [-0.5, -0.4, 0.7], [0.2, -0.4, 0.2], [0.1, 0.1, -0.3], [0.1, -0.2, 0.3], [0.1, 0.0, 0.1], [0.1, 0.2, 0.1], [0.2, 0.2, 0.0], [-0.1, 0.2, -0.1], [-0.1, 0.0, 0.2], [0.0, -1.5, -0.3], [0.2, 0.6, -0.1], [-0.1, 0.1, 0.2], [-0.1, -0.1, 0.2], [-0.1, -0.1, 0.0], [-0.1, -0.1, -0.1], [0.0, 0.1, -0.2], [-0.1, 0.5, 0.0], [-0.3, -0.1, 0.1], [0.0, -0.1, 0.1], [0.1, -0.1, 0.1], [0.1, -0.1, -0.1], [0.0, 0.2, -0.3], [0.9, -0.9, -0.5], [-0.3, 0.3, 0.3], [0.1, 0.0, 0.0], [0.2, 0.0, -0.1], [0.1, -0.1, -0.2], [0.0, -0.1, -0.2], [-0.2, 0.0, 0.0], [-0.5, 0.3, -0.2], [0.1, 0.0, -0.1], [0.0, -0.2, -0.1], [0.1, 0.1, 0.2], [0.2, 0.0, 0.1], [0.1, 0.2, 0.0], [0.1, 0.1, 0.1], [0.1, -0.1, 0.1], [0.0, 0.0, 0.0], [0.0, -0.2, -0.5], [-0.2, 0.0, 0.1], [-0.1, -0.1, 0.0], [0.0, 0.0, 0.1], [0.0, 0.0, 0.0], [0.0, 0.0, 0.0], [0.0, 0.0, -0.1], [0.0, 0.0, -0.1], [0.0, 0.0, 0.1], [0.0, 0.0, 0.1], [0.1, -0.1, 0.0], [0.0, 0.0, 0.0], [0.0, 0.0, -0.1], [0.2, 0.0, 0.1], [0.0, 0.0, 0.0], [0.0, 0.0, 0.0], [0.0, 0.0, 0.0], [0.0, -0.1, -0.1], [-0.1, -0.1, -0.1], [0.0, -0.1, 0.0], [0.0, -0.1, 0.1], [0.0, 0.0, 0.1], [0.0, 0.0, 0.1], [-0.1, 0.0, -0.1], [0.1, 0.0, -0.1], [0.0, 0.0, -0.1], [-0.1, 0.1, 0.1], [-0.4, 0.1, -0.2], [0.1, 0.2, -0.1], [0.0, 0.2, 0.2], [-0.2, -0.2, -0.2], [0.0, 0.0, 0.3], [1.5, 2.5, 2.1], [0.5, 1.2, 1.5], [-0.3, 0.2, 0.9], [0.2, 0.0, -0.4], [-0.3, -0.3, 0.2], [0.0, 0.2, 0.4], [0.3, 0.1, -0.3], [0.0, -0.1, -0.2], [-0.1, 0.0, 0.4], [0.0, 0.0, -0.2], [-0.1, -0.2, -0.2], [-0.4, -0.1, 0.6], [0.0, 0.0, 0.0], [0.1, 0.0, 0.0], [0.0, 0.0, 0.1], [0.0, 0.0, 0.1], [-0.1, 0.0, 0.2], [0.0, 0.0, -0.2], [0.0, -0.1, -0.1], [0.0, 0.0, 0.1], [0.0, 0.0, 0.0], [-0.1, 0.0, 0.1], [-0.1, 0.0, 0.0], [-0.1, 0.0, 0.0], [0.0, 0.0, 0.1], [-6.0, 4.4, -2.3], [-0.2, 0.3, -0.5], [-0.6, 2.2, -0.2], [0.4, 1.3, 0.5], [-0.4, -0.5, -0.3], [0.7, 0.2, 0.0], [-0.5, 0.8, 0.3], [-0.2, -0.7, -0.2], [0.9, -0.1, 0.0], [-0.6, 0.5, 0.0], [1.5, -0.4, -0.8], [0.0, 0.0, 0.0], [0.0, 0.0, -0.1], [0.2, 0.1, 0.0]], "mulliken_charge": [2.29, -0.47, 1.16, -0.64, -0.94, -0.18, -0.32, 0.29, 0.80, -0.22, -0.52, -0.49, 0.21, -0.04, -0.11, -0.21, 0.18, 0.17, -1.73, 0.66, 0.57, -0.27, -0.85, -0.46, -0.71, -0.20, 0.46, -0.36, -0.83, -0.62, -0.72, -0.08, 1.11, 0.22, -0.28, -0.65, -0.40, -0.64, -0.36, 0.98, -0.52, -0.33, -0.94, 0.46, -1.12, 0.72, -1.07, 0.54, -0.28, 0.67, 0.56, 0.21, 0.40, 0.35, 0.39, 0.27, 0.49, 0.43, 0.36, 0.40, 0.10, 0.36, 0.38, 0.34, 0.39, 0.31, 0.20, 0.41, 0.34, 0.36, 0.06, -1.51, 1.10, -0.97, -0.52, -0.07, 0.09, -0.77, 0.82, -0.75, -0.33, -0.84, 0.18, -0.83, -1.07, -0.93, 0.90, -0.84, -1.07, -0.62, 0.79, -0.19, 0.35, 0.36, 0.28, 0.32, 0.27, 0.59, 0.36, 0.51, 0.36, 0.38, 0.38, 0.52, 0.85, -0.18, -0.61, 0.72, -0.99, 0.59, -0.74, -0.64, -0.41, -0.03, 0.01, -0.16, 0.47, 0.36, 0.45]}

***

{"formula": "C3H7N5", "method": "wB97M-V/def2-TZVPD", "total_energy_ha": -392.08608, "largest_force_ev_per_a": 4.44, "relative_energy_kcal_mol": 133.6, "gap_ha": 0.315, "charge": 0, "species": ["C", "C", "C", "N", "N", "N", "N", "N", "H", "H", "H", "H", "H", "H", "H"], "xyz": [[0.397437, -0.767172, -1.182206], [1.492381, 1.271829, -1.192774], [-1.608307, -0.124483, 2.182067], [-0.245656, 0.778272, 0.498446], [-1.121033, -1.353056, 0.202044], [1.081600, -1.405389, -2.028059], [0.436568, 0.447774, -0.681300], [-0.977194, -0.247334, 0.812792], [2.420984, 0.720503, -0.811331], [1.281267, 1.414948, -2.307261], [1.571552, 2.143019, -0.656512], [-2.713311, -0.398319, 1.996496], [-1.464027, 0.859288, 2.697929], [-1.348053, -1.062088, 2.741212], [0.795791, -2.277792, -2.271544]], "atomic_forces_ev_per_a": [[-1.7, -2.4, 1.3], [1.1, -2.1, -0.8], [-2.3, -1.6, -0.4], [0.6, 0.0, -0.6], [2.8, 1.8, -2.0], [-0.3, 4.0, 2.0], [-1.2, -0.3, 0.4], [-0.1, -0.6, 0.9], [-0.6, 0.7, -1.7], [1.1, -0.2, 1.6], [-0.5, 2.4, 1.0], [1.4, 1.1, 0.2], [0.1, -1.1, -0.8], [0.6, 1.3, -0.3], [-1.0, -3.0, -0.8]], "mulliken_charge": [0.49, -0.97, -0.69, -0.90, -0.84, -0.58, 0.37, 0.99, 0.31, 0.29, 0.41, 0.26, 0.32, 0.29, 0.25]}

***

no.,HOMO (Ha)
1,-0.112
2,-0.293